# 1
The following is a quantum chemistry calculation of one molecule with the formula C5H9NO, from OMol25.

Its molecular weight is 99.1 g mol⁻¹. For the orbital gap, the calculation gives 0.3792 hartree. The highest occupied orbital energy comes out at -9.378 eV. As for the relative energy (zero: lowest compared OMol25 entry of this formula, charge and spin): 1.987 eV. As for the total energy: -8867.226 eV. The SMILES is CC(=O)[C@@H]1CN1C.

```
16
Properties=species:S:1:pos:R:3:forces:R:3:nbo_charge:R:1
C -0.975160 -0.245740 2.037992 -0.149 0.044 0.090 -0.731
C 0.436003 -0.414702 1.541656 0.256 -0.023 0.187 0.584
O 1.327205 -0.798428 2.273766 -0.355 0.154 -0.364 -0.540
C 0.750487 -0.096206 0.107888 0.341 -0.199 0.036 -0.191
C 0.464585 1.242023 -0.491962 0.028 0.256 0.023 -0.233
N -0.326766 0.094426 -0.847009 -0.079 -0.009 -0.002 -0.393
C -0.162223 -0.432418 -2.192875 0.037 -0.080 -0.101 -0.411
H -1.367429 -1.238699 2.270660 0.018 0.026 -0.027 0.245
H -0.960760 0.318700 2.972405 0.023 -0.037 -0.075 0.240
H -1.637052 0.222538 1.310770 0.110 -0.007 0.016 0.235
H 1.689534 -0.557572 -0.201627 -0.204 0.000 -0.151 0.215
H 1.199432 1.600551 -1.213890 -0.099 -0.059 0.109 0.196
H -0.024040 2.019722 0.089060 -0.005 -0.115 -0.044 0.204
H -0.790102 0.147588 -2.879062 0.114 -0.096 0.158 0.205
H -0.501222 -1.472217 -2.219690 0.077 0.138 0.021 0.206
H 0.877509 -0.389566 -2.558084 -0.113 0.009 0.122 0.171
```
Forces are in eV/Å.

---

# 2
The following is a quantum chemistry calculation of C13H10IrN12 as an isolated structure, from OMol25.

Its total charge is +1. Its molecular weight is 526.5 g mol⁻¹. For the orbital gap, the calculation gives 0.2079 hartree. The highest occupied orbital energy comes out at -12.181 eV. As for the total energy: -34352.163 eV.

```
36
Properties=species:S:1:pos:R:3:forces:R:3:nbo_charge:R:1
Ir -0.799536 0.383669 -0.018972 0.148 0.287 -0.117 1.109
N -3.975892 -0.723414 0.756821 -0.160 -0.051 0.037 -0.534
C -3.523367 -0.859412 -0.510094 -0.093 -0.117 -0.360 0.469
N -4.164615 -1.391626 -1.517889 0.034 0.004 -0.118 -0.321
N -3.305468 -1.300795 -2.564486 0.348 0.150 0.205 0.004
N -2.194799 -0.753371 -2.227661 -0.460 -0.180 -0.171 -0.111
N -2.296249 -0.449079 -0.905569 0.320 0.130 0.479 -0.383
C -3.228968 -0.140152 1.721355 0.003 0.119 0.370 0.469
N -3.573056 0.054670 2.967831 0.060 0.069 0.083 -0.321
N -2.501201 0.664975 3.533785 0.278 -0.022 -0.328 0.004
N -1.545500 0.832612 2.693987 -0.391 -0.013 0.345 -0.111
N -1.977808 0.327927 1.506863 0.190 -0.192 -0.523 -0.383
H -4.897222 -1.067494 0.989257 0.001 0.020 -0.006 0.461
C 2.719806 -3.898736 0.899033 -0.075 -0.025 0.018 -0.116
C 3.609451 -2.917028 0.466595 0.024 -0.050 0.013 -0.195
C 3.148222 -1.667489 0.124460 -0.070 0.144 -0.037 -0.189
C 1.775470 -1.400155 0.217955 0.140 -0.302 0.079 0.130
C 0.883043 -2.383069 0.651234 -0.092 0.254 -0.070 -0.174
C 1.359223 -3.632111 0.991142 0.139 -0.093 0.011 -0.204
N 1.271361 -0.131428 -0.124809 -0.512 -0.144 0.116 -0.176
N 2.077450 0.732520 -0.509215 0.151 0.245 -0.100 -0.100
C 1.481650 1.957790 -0.826087 0.127 0.265 -0.102 0.282
C 2.256252 3.000116 -1.264169 0.160 0.052 -0.038 -0.179
C 1.629345 4.206719 -1.570985 0.011 0.044 -0.016 -0.089
C 0.259657 4.321918 -1.427938 -0.021 -0.028 0.011 -0.218
C -0.461671 3.224895 -0.979296 -0.079 0.135 -0.033 0.124
N 0.143393 2.075867 -0.688264 -0.123 -0.590 0.208 -0.475
H 3.093256 -4.878638 1.165730 -0.007 0.010 -0.002 0.239
H 4.666058 -3.135303 0.398710 -0.006 -0.002 0.002 0.241
H 3.824111 -0.895570 -0.212553 0.019 -0.038 0.010 0.245
H -0.173369 -2.163791 0.718684 -0.030 -0.028 0.013 0.226
H 0.674945 -4.397536 1.327079 -0.012 -0.004 0.003 0.243
H 3.323490 2.859830 -1.359285 -0.014 0.020 -0.004 0.266
H 2.215266 5.047071 -1.919157 -0.005 -0.018 0.006 0.256
H -0.257890 5.242113 -1.656651 -0.004 -0.017 0.006 0.263
H -1.534834 3.253509 -0.847442 0.003 -0.032 0.010 0.248
```
Forces are in eV/Å.

---

Q: The lowest orbital gap belongs to which entry?
A: C13H10IrN12

---

Q: Which formula does entry 1 have?
A: C5H9NO

---

Q: What is the molecular weight in the second record?
A: 526.5 g mol⁻¹

---

Q: What is the formula in the second record?
A: C13H10IrN12